1.
Below is a 2-piece molecular cluster, C32H42BBr2N2O10P overall, with properties calculated with ωB97M-V/def2-TZVPD.

```
90
Properties=species:S:1:pos:R:3:mulliken_charge:R:1
C -3.85 0.26 2.83 -1.496
C -4.53 -0.36 1.62 0.856
C -5.62 0.58 1.10 -1.613
C -3.56 -0.70 0.44 -1.725
C -2.09 -0.60 0.76 0.959
C -1.44 0.57 0.39 -0.560
C -0.11 0.75 0.72 0.349
C 0.58 -0.22 1.42 0.149
C -0.05 -1.41 1.79 0.422
C 0.76 -2.42 2.56 -1.833
Br 0.13 -2.39 4.42 -0.007
C 0.78 -3.85 2.02 0.478
C 1.05 -3.90 0.52 -1.416
Br 2.24 -4.80 2.94 -0.099
C -1.39 -1.59 1.46 1.388
C -2.17 -2.81 1.89 -1.670
C -2.53 -3.84 0.79 0.256
C -2.31 -5.29 1.24 -1.794
O -1.83 -3.63 -0.43 -0.537
C 2.00 0.12 1.73 -0.906
O 2.48 -0.10 2.82 -0.495
C 2.75 0.82 0.63 0.284
C 2.01 1.76 -0.09 0.996
C 2.59 2.47 -1.15 0.243
O 1.90 3.39 -1.88 -0.709
C 0.78 2.94 -2.63 -0.190
C 1.13 2.21 -3.91 0.243
C 1.93 3.07 -4.89 -1.170
O 1.70 0.94 -3.66 -0.609
C 3.92 2.28 -1.46 0.741
C 4.54 3.09 -2.55 -1.266
B 4.50 4.65 -2.23 0.732
O 4.89 5.07 -1.00 -0.534
O 4.10 5.58 -3.15 -0.596
C 4.64 1.33 -0.72 1.106
N 6.01 1.09 -1.12 -0.685
C 6.86 1.86 -0.71 0.615
O 7.74 2.55 -0.39 -0.482
C 4.09 0.57 0.32 0.244
P 4.93 -0.75 1.29 0.216
C 6.75 -0.67 1.11 -1.271
C 4.45 -2.31 0.46 -1.018
C 0.60 1.99 0.33 -1.173
O 0.07 3.07 0.37 -0.573
H -4.63 0.57 3.53 0.506
H -3.31 1.16 2.55 0.232
H -3.20 -0.43 3.35 0.319
H -5.01 -1.30 1.91 0.377
H -6.21 0.95 1.93 0.449
H -5.13 1.44 0.64 0.255
H -6.26 0.10 0.37 0.375
H -3.80 -1.68 0.04 0.225
H -3.75 0.02 -0.35 0.671
H -1.98 1.33 -0.14 0.568
H 1.78 -2.10 2.64 0.822
H -0.08 -4.43 2.30 0.246
H 2.10 -4.08 0.31 0.549
H 0.71 -3.01 0.01 0.311
H 0.49 -4.73 0.09 0.267
H -1.69 -3.29 2.74 0.665
H -3.11 -2.43 2.28 0.329
H -3.60 -3.74 0.60 0.599
H -3.21 -5.88 1.06 0.382
H -1.51 -5.75 0.67 0.334
H -2.11 -5.34 2.30 0.436
H -2.37 -3.08 -1.01 0.367
H 0.12 2.31 -2.04 -0.150
H 0.21 3.83 -2.90 0.415
H 0.17 1.99 -4.39 0.531
H 2.39 3.91 -4.38 -0.014
H 2.73 2.46 -5.32 0.344
H 1.31 3.42 -5.70 0.423
H 2.64 1.04 -3.45 0.352
H 5.59 2.82 -2.66 0.412
H 4.09 2.89 -3.52 -0.291
H 4.71 6.01 -0.90 0.297
H 3.98 5.19 -4.02 0.337
H 7.15 -1.47 1.73 0.441
H 7.11 -0.82 0.10 0.375
H 7.12 0.29 1.47 0.337
H 5.24 -2.77 -0.13 0.576
H 4.16 -3.01 1.24 0.186
H 3.57 -2.15 -0.17 0.281
C -10.07 1.59 -0.20 -0.722
N -9.22 0.71 0.65 0.861
O -9.07 -0.45 0.30 -0.508
O -8.72 1.21 1.63 -0.492
H -10.44 1.00 -1.03 0.300
H -10.88 1.95 0.43 0.280
H -9.45 2.41 -0.53 0.294
```

frontier orbital gap = 0.2622 Eh
relative energy (zero: lowest compared OMol25 entry of this formula, charge and spin) = 0.000 eV
total charge = 0
SMILES = CC(C)Cc1cc2c(c([C@@H](Br)[C@@H](C)Br)c1C[C@H](C)O)C(=O)c1c(c(OC[C@@H](C)O)c(CB(O)O)c(N=C=O)c1P(C)C)C2=O.C[N+](=O)[O-]


2.
Below is C32H42BCrF5GeNO6S2Si as an isolated structure, with properties calculated with ωB97M-V/def2-TZVPD.

```
92
Properties=species:S:1:pos:R:3:mulliken_spin:R:1
Cr -0.56 -0.57 0.01 1.108
F 0.61 1.73 3.17 0.001
B 0.21 1.26 2.00 0.017
F -0.91 0.50 2.07 -0.017
C 5.25 -0.09 0.76 0.000
C 4.33 0.62 -0.23 -0.004
C 5.12 1.54 -1.16 0.000
C 3.52 -0.37 -1.05 0.012
O 3.46 1.44 0.58 0.003
Si 2.14 2.31 0.37 0.015
O 0.73 1.45 0.83 0.002
O 1.89 2.68 -1.17 0.005
C 0.94 3.45 -1.91 0.002
C 0.73 4.81 -1.23 0.000
C -0.39 2.71 -1.99 -0.007
C 1.55 3.62 -3.30 0.000
O 2.08 3.53 1.41 -0.002
C 3.03 4.23 2.23 0.000
C 3.46 3.32 3.38 0.000
C 4.24 4.65 1.40 0.000
C 2.28 5.45 2.76 0.000
H 6.00 -0.66 0.23 0.000
H 4.67 -0.77 1.39 0.000
H 5.73 0.64 1.40 0.000
H 5.74 0.95 -1.83 0.000
H 5.76 2.20 -0.58 0.000
H 4.44 2.14 -1.74 0.000
H 4.19 -1.08 -1.52 0.001
H 2.97 0.16 -1.82 0.001
H 2.81 -0.90 -0.42 -0.001
H 0.32 4.66 -0.23 0.000
H 0.03 5.42 -1.81 0.000
H 1.67 5.33 -1.14 0.000
H -0.79 2.53 -0.99 -0.001
H -0.26 1.75 -2.50 0.004
H -1.11 3.30 -2.54 0.000
H 2.50 4.14 -3.22 0.000
H 0.89 4.17 -3.95 0.000
H 1.74 2.64 -3.72 0.000
H 3.88 2.40 2.97 0.000
H 2.61 3.07 3.99 0.000
H 4.21 3.82 3.99 0.000
H 4.77 3.78 1.05 0.000
H 4.90 5.26 2.01 0.000
H 3.93 5.24 0.55 0.000
H 1.41 5.13 3.31 0.000
H 1.98 6.09 1.93 0.000
H 2.93 6.03 3.42 0.000
O -4.99 -3.95 -1.05 0.000
S -3.79 -3.55 -1.72 0.002
O -2.83 -4.57 -2.01 0.000
N -3.06 -2.31 -0.84 -0.008
C -3.26 -1.13 -1.40 0.003
S -2.66 0.31 -0.77 -0.022
C -3.98 -1.17 -2.66 -0.005
C -4.34 -0.09 -3.46 0.000
C -4.92 -0.36 -4.69 -0.001
C -5.11 -1.66 -5.13 0.001
C -4.78 -2.74 -4.31 -0.001
C -4.22 -2.47 -3.08 0.002
H -4.17 0.92 -3.11 0.000
H -5.22 0.46 -5.32 0.000
H -5.54 -1.84 -6.10 0.000
H -4.94 -3.76 -4.63 0.000
F 1.09 -1.34 -2.12 -0.006
C -0.23 -1.30 -1.79 -0.036
F -0.67 -2.56 -1.99 0.016
F -0.77 -0.58 -2.83 0.006
Ge -2.02 -2.31 0.91 -0.041
C -0.82 -3.84 1.40 -0.006
C -0.91 -4.31 2.71 0.001
C 0.11 -5.06 3.27 0.001
C 1.24 -5.35 2.52 -0.001
C 1.33 -4.90 1.21 0.003
C 0.31 -4.15 0.66 0.003
C -3.72 -2.78 1.88 -0.014
C -4.55 -1.92 2.60 0.001
C -5.72 -2.40 3.16 0.000
C -6.09 -3.73 3.01 0.001
C -5.29 -4.57 2.26 -0.001
C -4.11 -4.10 1.71 0.001
H 0.72 -1.16 0.58 -0.042
H -1.79 -4.07 3.30 0.000
H 0.03 -5.40 4.29 0.000
H 2.06 -5.91 2.97 0.000
H 2.21 -5.13 0.62 0.000
H 0.41 -3.79 -0.35 0.004
H -4.27 -0.89 2.73 0.000
H -6.36 -1.73 3.72 0.000
H -6.99 -4.10 3.46 0.000
H -5.58 -5.60 2.09 0.000
H -3.47 -4.77 1.14 0.001
```

frontier orbital gap (spin up / spin down) = 0.2752 / 0.2680 Eh
spin multiplicity = 2
expectation value of S² = 0.77
total charge = 0


3.
Below is C32H42BF6N5O5Os as an isolated structure, with properties calculated with ωB97M-V/def2-TZVPD.

```
92
Properties=species:S:1:pos:R:3:mulliken_charge:R:1
Os -1.92 -0.24 -0.18 1.889
N -1.24 -0.02 2.27 -0.454
C -1.56 -1.16 3.13 -0.481
C -2.94 -1.05 3.79 -1.211
C -4.10 -0.84 2.82 0.258
C -4.22 -1.93 1.75 -0.688
N -3.87 -1.43 0.41 -0.738
H -0.24 0.03 2.10 0.248
H -1.56 0.85 2.68 0.274
H -0.82 -1.26 3.93 0.450
H -1.49 -2.07 2.52 0.238
H -2.93 -0.22 4.50 0.432
H -3.11 -1.96 4.36 0.364
H -3.99 0.12 2.31 -0.312
H -5.02 -0.80 3.41 0.479
H -5.24 -2.33 1.74 0.350
H -3.55 -2.77 1.98 0.406
H -4.65 -0.88 0.05 0.364
H -3.76 -2.23 -0.22 0.335
C 3.57 -6.17 -0.31 -1.068
C 2.81 -5.71 -1.55 -0.821
N 2.19 -4.41 -1.33 0.092
C 0.86 -4.36 -1.14 0.086
C 0.20 -3.24 -0.76 0.306
C -1.33 -3.22 -0.71 -0.397
O -1.93 -4.16 -0.22 -0.659
O -1.82 -2.16 -1.22 -0.985
C 0.91 -2.04 -0.42 0.920
O 0.39 -1.08 0.17 -1.004
C 2.30 -2.06 -0.83 0.943
C 3.04 -0.88 -0.84 -0.917
C 4.32 -0.85 -1.35 0.349
F 4.93 0.36 -1.40 -0.352
C 4.98 -2.01 -1.79 -0.902
C 4.26 -3.20 -1.69 -0.627
C 2.92 -3.25 -1.28 -0.143
N 6.30 -2.03 -2.25 0.189
C 6.75 -3.00 -3.22 -0.640
C 8.10 -3.57 -2.75 -0.779
N 8.84 -2.49 -2.03 -0.093
C 8.56 -1.17 -2.64 -0.832
C 7.10 -0.81 -2.32 -0.755
H 4.04 -7.13 -0.50 0.394
H 2.89 -6.28 0.54 0.359
H 4.34 -5.45 -0.02 0.323
H 2.02 -6.42 -1.78 0.417
H 3.48 -5.66 -2.41 0.393
H 0.29 -5.27 -1.31 0.522
H 2.59 0.04 -0.50 0.660
H 4.73 -4.12 -1.97 0.457
H 6.86 -2.53 -4.21 0.320
H 6.04 -3.81 -3.35 0.434
H 8.69 -3.91 -3.60 0.384
H 7.96 -4.41 -2.07 0.423
H 9.85 -2.69 -2.02 0.363
H 8.52 -2.46 -1.06 0.385
H 8.75 -1.24 -3.71 0.352
H 9.23 -0.41 -2.23 0.400
H 6.73 -0.11 -3.09 0.427
H 7.06 -0.30 -1.36 0.535
C -6.32 7.51 1.65 -2.156
C -5.20 6.63 2.21 2.101
C -5.60 6.18 3.63 -1.576
C -3.92 7.47 2.29 -1.577
C -4.94 5.39 1.38 0.292
C -5.70 5.07 0.24 -0.269
C -5.51 3.93 -0.51 -2.131
C -4.50 3.07 -0.09 1.079
O -4.09 1.88 -0.58 -0.322
B -3.03 1.47 0.20 0.669
O -2.81 2.39 1.21 -0.143
C -3.72 3.39 1.03 0.299
C -3.92 4.53 1.77 -1.019
H -6.47 8.37 2.30 0.427
H -7.27 6.97 1.61 0.450
H -6.08 7.88 0.66 0.451
H -5.80 7.04 4.25 0.448
H -4.80 5.60 4.10 0.339
H -6.49 5.56 3.59 0.370
H -4.10 8.36 2.89 0.457
H -3.61 7.79 1.29 0.375
H -3.10 6.92 2.74 0.308
H -6.48 5.75 -0.08 0.505
H -6.09 3.71 -1.39 0.527
H -3.30 4.73 2.62 0.531
F 0.43 1.38 -0.71 -0.223
C -0.77 1.11 -1.32 0.659
F -1.27 2.36 -1.58 -0.269
C -0.47 0.51 -2.72 0.394
F 0.17 1.35 -3.52 -0.270
F 0.28 -0.60 -2.65 -0.129
F -1.63 0.17 -3.30 -0.259
```

frontier orbital gap (spin up / spin down) = 0.1863 / 0.1826 Eh
relative energy (zero: lowest compared OMol25 entry of this formula, charge and spin) = 3.383 eV
total charge = +2


| no. | F_max (eV/Å) |
| --- | --- |
| 1 | 1.44 |
| 2 | 3.09 |
| 3 | 5.18 |